Entry 1:
Below is a structure of composition C36H47N5OsP2 in a non-equilibrium geometry, with properties calculated with wB97M-V/def2-TZVPD.

Output
Energy above the lowest of the compared OMol25 structures with the same formula, charge and spin, kJ/mol: 274.7
Energy, a.u.: -2446.23112
Strongest force on any atom, hartree/bohr: 0.098
Net charge: +2
2S+1: 5
LUMO energy (alpha / beta), eV: -5.30 / -8.88

Each line ends with the Löwdin spin population.
Positions of all 91 atoms, in Å:
1 H 2.830 -0.853 0.981  0.000
2 C -1.479 -0.542 -0.676  0.093
3 H -1.917 0.614 -2.469  0.000
4 H -5.259 1.334 0.137  0.000
5 C -1.225 4.324 -0.342  0.025
6 H 2.060 -4.214 2.859  0.000
7 H -4.663 4.119 -2.264  0.008
8 C 0.834 5.126 1.318  0.013
9 H 0.766 1.056 -2.553  0.011
10 H -2.435 6.292 -3.724  0.008
11 C -2.174 0.525 -1.402  -0.049
12 C 5.397 -2.015 -2.925  0.000
13 H -1.718 -2.220 2.861  0.001
14 C -2.127 1.435 1.438  0.002
15 H -1.044 -1.338 -1.299  0.021
16 H -3.114 -1.229 0.549  0.001
17 H -1.742 6.891 -2.198  0.031
18 H -2.214 -4.770 3.409  0.000
19 H -4.327 -0.051 0.722  0.000
20 H 0.576 -4.546 -1.341  0.000
21 C -0.163 6.053 0.990  0.008
22 Os -0.357 1.221 -0.286  1.612
23 H 1.457 3.050 1.298  0.004
24 H 1.708 5.451 1.895  0.001
25 C 0.182 -3.789 -4.546  0.000
26 H 6.377 -1.665 -3.218  0.000
27 P 1.660 -1.511 -1.569  0.019
28 H -3.706 2.882 1.169  0.000
29 H 3.227 -2.817 6.845  0.002
30 C 1.620 -2.451 -0.009  0.004
31 C 3.136 -2.277 5.921  0.130
32 N -2.832 5.098 -2.067  0.593
33 H -4.365 5.396 -3.481  0.013
34 C -1.002 -3.019 2.976  0.021
35 H 0.538 -2.604 0.132  0.001
36 C -1.770 -0.015 1.752  0.035
37 H -0.990 5.496 -3.013  0.014
38 H -3.144 3.497 -0.785  0.006
39 C -2.306 3.975 -1.327  0.061
40 H 5.543 -4.254 -3.158  0.000
41 H 3.060 -4.226 -2.060  0.000
42 C -2.035 -1.026 0.627  0.020
43 C 4.969 -3.381 -2.876  0.000
44 C 3.584 -0.998 4.089  0.330
45 C 0.997 -4.082 2.992  0.017
46 C 2.309 -1.800 1.216  0.002
47 C -4.216 5.109 -2.429  0.066
48 H 4.016 -0.360 3.330  0.013
49 H -2.051 6.308 -0.032  0.002
50 H 5.086 -1.176 5.714  0.001
51 C -0.306 3.333 0.106  0.063
52 H -1.596 -1.993 0.907  0.001
53 H -0.689 -0.075 2.051  0.013
54 H 1.065 -2.755 5.223  0.007
55 C 4.123 -1.432 5.301  0.109
56 C 0.727 3.776 0.939  0.025
57 C 0.531 -4.179 -2.346  0.000
58 H -1.920 3.193 -2.018  0.041
59 H 0.749 -1.597 -4.324  0.000
60 C 1.095 1.372 -1.561  0.074
61 C -1.242 -4.351 3.231  0.006
62 C 0.613 -2.606 -3.946  0.000
63 H -3.963 1.644 -1.805  0.000
64 N 0.815 -2.829 -2.585  0.003
65 C 0.137 -4.808 -3.539  0.000
66 H -4.265 -0.063 -1.656  -0.003
67 H 1.900 0.698 -1.251  0.020
68 H -4.768 5.838 -1.810  0.035
69 C 0.022 -5.029 3.240  0.015
70 H -0.178 -5.845 -3.648  0.000
71 C 3.688 -3.392 -2.345  0.000
72 N 2.280 -1.512 3.950  0.031
73 C -3.677 0.759 -1.214  -0.009
74 C -4.236 0.936 0.239  0.000
75 H -0.109 -3.897 -5.577  0.000
76 H 0.181 -6.085 3.414  0.000
77 C 2.013 -2.266 5.097  0.319
78 C -1.234 5.616 0.206  0.007
79 H 2.082 -3.428 -0.216  0.000
80 N 3.271 -2.072 -2.134  0.003
81 H -2.297 -0.341 2.660  0.005
82 H -1.514 2.089 2.074  0.001
83 N 0.386 -2.829 2.814  0.001
84 P 1.148 -1.273 2.534  0.003
85 C 4.337 -1.235 -2.478  0.000
86 H 4.253 -0.167 -2.337  0.000
87 H -0.119 7.096 1.321  0.000
88 H 3.002 -2.526 1.673  0.001
89 C -3.394 1.840 1.036  0.003
90 H 1.480 2.394 -1.613  0.020
91 C -1.953 5.978 -2.781  0.061

Forces on the atoms, in the same order (eV/Å):
0.25 -0.51 -0.23
-0.42 0.26 -0.94
0.02 -0.19 0.42
0.32 -0.15 0.11
0.36 0.11 0.69
-0.03 0.04 0.04
0.18 0.32 0.07
0.26 0.00 0.17
0.28 -0.06 -0.17
0.20 -0.15 0.50
0.84 -1.54 0.22
-0.94 0.26 0.34
0.33 -0.11 0.26
-1.90 0.64 1.89
0.16 0.47 0.06
0.49 -0.21 0.06
-0.05 -0.33 -0.12
-0.10 -0.15 -0.03
-0.12 0.64 -0.18
0.03 -0.32 0.14
-0.11 -0.41 -0.07
-2.90 0.75 0.46
0.05 0.28 0.00
-0.43 -0.12 -0.17
0.34 0.67 0.80
-0.21 0.05 -0.07
1.17 -4.12 -2.61
0.25 -0.32 0.05
0.02 0.02 0.16
-0.44 -0.30 0.27
2.46 1.69 -0.64
0.36 -0.78 -0.80
0.23 -0.02 0.39
0.45 -0.77 0.28
0.25 -0.18 0.34
0.24 -0.45 -0.30
-0.34 0.05 0.35
0.20 0.26 -0.47
-0.37 -0.55 1.05
-0.12 0.15 0.07
0.04 0.15 -0.37
-0.61 -0.69 0.31
-0.82 0.48 0.75
-2.11 -0.54 -0.38
-0.59 -0.19 -0.17
0.26 0.21 0.07
-0.98 -0.17 -0.11
-0.02 -0.08 0.05
0.36 -0.19 0.12
0.01 -0.04 -0.14
-0.23 0.30 -0.52
0.01 0.29 -0.33
-1.18 0.41 -0.48
-0.21 -0.02 0.06
-1.40 -1.79 1.85
-0.39 0.80 0.06
-0.35 0.08 -0.98
-0.17 0.40 -0.09
0.02 -0.37 -0.18
1.46 1.03 -1.45
0.74 0.70 -0.08
-0.44 -0.63 0.24
0.01 -0.19 0.20
-0.13 0.53 0.24
0.45 1.51 1.15
0.59 0.03 -0.07
0.00 0.67 -0.06
0.19 -0.12 -0.07
0.09 0.87 -0.04
0.16 0.43 0.06
0.61 0.38 -0.20
1.20 0.29 0.66
-0.07 0.90 0.35
-0.95 -0.28 -0.48
0.12 0.01 -0.04
0.06 0.19 -0.06
0.03 0.74 -1.89
0.50 0.06 -0.18
-0.26 0.30 0.29
0.19 0.35 0.46
-0.13 0.35 0.00
-0.59 0.24 -0.44
-0.70 0.32 0.01
0.20 -2.27 0.73
0.40 -0.72 -0.14
0.02 -0.06 -0.17
0.05 -0.51 -0.01
0.00 0.46 -0.34
2.78 -0.36 0.23
0.09 0.07 -0.09
0.46 0.77 -0.71

Entry 2:
Below is a structure of composition C22H26GaN5O4SSeSi, with properties calculated with wB97M-V/def2-TZVPD.

Output
Energy, a.u.: -6442.57458
Strongest force on any atom, hartree/bohr: 0.006
Net charge: 0
2S+1: 1
LUMO energy, eV: -0.51

Each line ends with the Mulliken charge.
Positions of all 61 atoms, in Å:
1 N -1.886 -3.500 -3.521  -0.532
2 C 2.743 3.886 -2.564  1.103
3 H -3.654 5.156 -3.491  0.331
4 C -2.340 -5.557 -4.666  -1.255
5 H 1.326 -2.151 -1.522  0.252
6 C -2.135 -5.166 0.377  -1.367
7 H -2.836 -4.938 -5.410  0.366
8 C -1.694 -2.770 -2.413  0.178
9 C -4.275 4.438 -0.450  -0.997
10 O -0.612 -1.584 3.365  -0.625
11 N 0.743 4.589 -4.293  -0.494
12 O 0.386 0.141 1.435  -0.507
13 H 1.455 1.878 -0.705  0.637
14 C 2.563 5.224 -2.901  -0.592
15 H 4.509 4.331 -1.412  0.284
16 H -0.553 5.564 -1.416  0.083
17 H 0.363 2.566 -4.319  0.499
18 H -1.276 5.616 0.194  0.311
19 H -3.402 3.408 -3.561  0.311
20 H -2.897 -6.478 -4.509  0.361
21 H -1.589 -2.771 -0.355  -0.009
22 O 1.259 -2.444 1.537  -0.664
23 H -2.384 -6.223 0.402  0.367
24 H 5.029 2.267 -0.521  0.412
25 N 1.959 2.940 -3.087  -0.324
26 C 4.029 -0.130 -1.527  -0.377
27 C 1.945 -1.268 -1.439  0.207
28 C 1.539 5.523 -3.779  -0.331
29 H -2.881 -4.606 0.941  0.336
30 H 3.791 -2.243 -1.874  0.419
31 C 3.307 -1.307 -1.641  -1.022
32 H -2.034 4.511 -3.764  0.276
33 C -1.896 2.692 -0.961  1.691
34 C -2.172 -4.785 -3.395  0.917
35 C 3.836 3.514 -1.648  -0.692
36 C -2.286 -5.424 -2.149  -0.892
37 H -4.116 4.292 0.619  0.307
38 H -2.528 -6.473 -2.072  0.357
39 H 3.200 5.997 -2.495  0.379
40 H -4.977 3.676 -0.792  0.298
41 C 4.124 2.327 -1.117  -0.913
42 C 1.003 3.341 -3.913  -0.208
43 Ga -0.585 -0.084 -0.353  0.268
44 H 1.342 6.547 -4.077  0.378
45 Se 0.062 -1.432 1.922  1.092
46 C -2.968 4.350 -3.223  -0.920
47 S -1.336 -1.106 -2.544  -0.358
48 H -1.353 -5.812 -5.056  0.275
49 Si -2.669 4.310 -1.384  -0.023
50 C 2.012 0.998 -0.997  -0.196
51 C -1.494 5.664 -0.874  -0.709
52 C 3.377 1.059 -1.233  0.230
53 C -1.385 1.627 -0.680  -1.230
54 N 1.318 -0.133 -1.115  0.275
55 H -4.735 5.417 -0.598  0.304
56 H -1.911 6.648 -1.095  0.316
57 H 5.102 -0.134 -1.677  0.511
58 O -1.137 -1.603 0.667  -0.850
59 C -2.076 -4.670 -1.029  1.116
60 H -1.174 -5.012 0.872  0.316
61 N -1.798 -3.363 -1.194  0.321

Forces on the atoms, in the same order (eV/Å):
-0.01 0.06 0.05
0.07 -0.03 0.05
0.00 0.02 0.00
-0.01 0.01 0.00
0.02 0.00 0.03
0.03 0.00 -0.02
-0.01 0.00 -0.01
0.01 0.01 0.00
-0.07 -0.01 0.05
0.13 0.06 -0.29
0.00 0.00 0.03
-0.02 -0.20 0.14
-0.01 -0.01 0.04
0.01 0.01 0.00
0.00 0.01 0.01
0.07 0.01 -0.02
-0.01 -0.01 -0.01
0.00 0.00 0.01
-0.01 0.00 -0.01
-0.01 -0.01 0.00
-0.01 -0.04 -0.09
-0.23 0.16 0.08
0.00 0.00 0.00
0.00 -0.01 0.00
-0.04 0.03 -0.04
0.04 0.02 0.02
-0.07 -0.05 -0.04
-0.07 0.01 -0.01
-0.01 0.00 0.01
-0.01 -0.01 0.00
-0.03 -0.02 -0.04
0.03 -0.03 -0.04
0.11 -0.03 0.00
-0.01 -0.04 -0.05
-0.02 0.10 -0.03
0.00 0.00 0.01
0.00 0.01 0.01
0.02 -0.01 -0.01
0.00 0.01 0.01
-0.02 -0.01 0.01
0.01 -0.12 0.02
-0.04 -0.01 -0.01
0.02 0.09 -0.29
0.00 0.00 -0.01
0.08 -0.10 0.17
0.00 0.02 -0.04
-0.07 -0.08 0.08
0.01 0.00 0.00
-0.03 -0.05 -0.01
-0.01 -0.07 -0.08
0.04 0.04 0.02
-0.01 0.04 0.01
-0.02 0.05 -0.01
0.11 0.15 0.19
-0.01 0.01 -0.01
0.00 0.01 -0.01
0.00 0.01 -0.01
-0.06 -0.12 -0.05
-0.05 0.02 0.06
0.01 0.01 -0.01
0.16 0.11 0.11

Entry 3:
Below is a cluster of 2 separate species, C4H10NO3 in total in a non-equilibrium geometry, with properties calculated with wB97M-V/def2-TZVPD.

Output
Energy above the lowest of the compared OMol25 structures with the same formula, charge and spin, kJ/mol: 261.6
Energy, a.u.: -438.88562
Strongest force on any atom, hartree/bohr: 0.053
Net charge: -1
2S+1: 1
LUMO energy, eV: 3.62

Each line ends with the Mulliken charge.
Positions of all 18 atoms, in Å:
1 H 2.239 2.095 1.803  0.327
2 O -0.509 -4.505 1.388  -0.687
3 H 2.764 1.109 0.512  0.256
4 H 0.159 0.346 -1.860  0.209
5 C 1.847 1.466 0.979  -1.006
6 H -2.174 -0.125 -2.100  0.184
7 O -1.642 -1.694 -0.867  -0.852
8 H 1.440 0.649 1.603  0.344
9 N -0.236 1.619 -0.309  -0.159
10 C -0.365 0.251 -0.893  -0.201
11 C 0.869 2.219 0.160  0.529
12 H -2.555 0.073 -0.387  0.205
13 O 1.020 3.440 0.001  -0.704
14 H 0.390 -4.678 1.086  0.289
15 H -0.681 -3.733 0.818  0.375
16 C -1.787 -0.353 -1.074  -0.536
17 H 0.156 -0.468 -0.261  0.213
18 H -0.936 2.288 -0.599  0.214

Forces on the atoms, in the same order (eV/Å):
-0.30 0.42 -0.75
0.48 0.51 -0.61
-0.29 -0.06 -0.56
-0.21 -0.57 0.11
1.08 -0.94 2.34
0.20 0.26 0.02
-0.23 -0.11 -0.21
-0.23 -0.07 -0.96
-0.74 -0.65 0.16
0.34 1.01 0.01
-0.44 1.42 -0.46
0.36 0.58 0.18
0.12 -0.30 0.32
0.10 -0.41 0.28
-0.74 0.11 0.19
0.30 -1.32 0.26
-0.01 0.12 0.00
0.20 0.00 -0.31

The highest net charge belongs to which entry?
C36H47N5OsP2

Please write out number 3 again, unchanged.
Below is a cluster of 2 separate species, C4H10NO3 in total in a non-equilibrium geometry, with properties calculated with wB97M-V/def2-TZVPD.

Output
Energy above the lowest of the compared OMol25 structures with the same formula, charge and spin, kJ/mol: 261.6
Energy, a.u.: -438.88562
Strongest force on any atom, hartree/bohr: 0.053
Net charge: -1
2S+1: 1
LUMO energy, eV: 3.62

Each line ends with the Mulliken charge.
Positions of all 18 atoms, in Å:
1 H 2.239 2.095 1.803  0.327
2 O -0.509 -4.505 1.388  -0.687
3 H 2.764 1.109 0.512  0.256
4 H 0.159 0.346 -1.860  0.209
5 C 1.847 1.466 0.979  -1.006
6 H -2.174 -0.125 -2.100  0.184
7 O -1.642 -1.694 -0.867  -0.852
8 H 1.440 0.649 1.603  0.344
9 N -0.236 1.619 -0.309  -0.159
10 C -0.365 0.251 -0.893  -0.201
11 C 0.869 2.219 0.160  0.529
12 H -2.555 0.073 -0.387  0.205
13 O 1.020 3.440 0.001  -0.704
14 H 0.390 -4.678 1.086  0.289
15 H -0.681 -3.733 0.818  0.375
16 C -1.787 -0.353 -1.074  -0.536
17 H 0.156 -0.468 -0.261  0.213
18 H -0.936 2.288 -0.599  0.214

Forces on the atoms, in the same order (eV/Å):
-0.30 0.42 -0.75
0.48 0.51 -0.61
-0.29 -0.06 -0.56
-0.21 -0.57 0.11
1.08 -0.94 2.34
0.20 0.26 0.02
-0.23 -0.11 -0.21
-0.23 -0.07 -0.96
-0.74 -0.65 0.16
0.34 1.01 0.01
-0.44 1.42 -0.46
0.36 0.58 0.18
0.12 -0.30 0.32
0.10 -0.41 0.28
-0.74 0.11 0.19
0.30 -1.32 0.26
-0.01 0.12 0.00
0.20 0.00 -0.31

The highest 2S+1 belongs to which entry?
C36H47N5OsP2